(1)
Formula: C10H17Cl4Mg2O6
Source: OMol25
Level of theory: the ωB97M-V functional and the def2-TZVPD basis

Results
Energy above the lowest of the compared OMol25 structures with the same formula, charge and spin (eV): 0.000
E (Eh): -3083.726177
HOMO energy (eV): -12.5
Net charge: +1
Max |F| (eV Å⁻¹): 2.71

Geometry as XYZ:
```
39
Properties=species:S:1:pos:R:3:forces:R:3
Mg 1.826 -1.319 -2.213 -2.6 0.7 0.1
Mg -1.315 -0.148 -1.698 0.3 -0.2 0.1
C 0.766 0.083 1.677 0.6 0.9 -0.7
C 0.108 0.078 0.322 -1.1 -1.8 0.5
O 0.616 -0.546 -0.685 1.4 0.2 -0.4
O -1.083 0.442 0.191 0.1 0.6 0.2
H 0.154 0.626 2.388 0.0 -0.1 0.1
H 1.728 0.595 1.567 0.0 0.0 0.2
H 1.005 -0.921 2.017 -0.2 -0.1 -0.1
C 0.795 2.112 -4.617 -0.2 0.7 -0.1
C 0.483 1.019 -3.645 -0.3 -0.2 -0.1
O -0.675 0.907 -3.168 0.1 0.2 -0.2
O 1.395 0.177 -3.395 1.1 -0.5 0.3
H 0.796 1.692 -5.624 0.1 -0.1 0.0
H 1.760 2.583 -4.437 0.2 -0.4 0.1
H 0.067 2.922 -4.608 -0.2 -0.3 0.1
C -1.321 -4.257 -2.839 0.2 0.5 -0.2
C -0.871 -2.859 -2.510 0.7 -0.1 0.9
O -1.697 -2.005 -2.103 -0.5 0.0 -0.4
O 0.376 -2.609 -2.514 1.0 -0.1 -0.4
H -2.261 -4.190 -3.380 -0.1 -0.3 0.1
H -1.428 -4.787 -1.893 -0.3 0.0 0.0
H -0.562 -4.793 -3.400 0.0 0.1 -0.2
Cl -1.695 3.324 -1.209 -0.3 0.0 -0.3
C -0.410 4.462 -0.766 -0.1 0.4 1.0
C 0.373 3.872 0.396 -0.1 -0.4 -0.3
Cl 1.522 5.085 0.997 0.1 -0.2 0.0
H -0.877 5.357 -0.355 -0.2 0.0 -0.4
H 0.162 4.733 -1.645 0.2 -0.2 0.0
H 0.876 2.945 0.114 0.3 0.3 -0.1
H -0.300 3.604 1.207 -0.1 0.2 0.0
Cl 0.097 -0.236 6.346 0.1 -0.2 -0.3
C -0.188 -1.656 5.295 -1.0 -0.2 0.1
C 0.231 -2.956 5.964 1.0 0.4 -0.5
Cl -0.982 -3.628 7.008 -0.9 -0.3 0.6
H 0.235 -1.510 4.303 0.6 0.1 0.3
H -1.261 -1.692 5.100 0.0 0.1 0.2
H 1.104 -2.786 6.591 0.1 -0.1 -0.2
H 0.450 -3.721 5.220 0.1 0.1 -0.1
```
Positions in Å, forces in eV/Å.

(2)
Formula: C12H28I2N2O5
Source: OMol25
Level of theory: the ωB97M-V functional and the def2-TZVPD basis

Results
E (Eh): -1555.049874
HOMO energy (eV): -8.7
Max |F| (eV Å⁻¹): 0.32

Geometry as XYZ:
```
49
Properties=species:S:1:pos:R:3:forces:R:3
C -2.569 0.819 6.842 0.1 0.0 0.0
C -2.895 -0.300 5.864 0.1 0.1 0.1
I -2.616 -2.193 6.835 -0.1 -0.1 0.0
C -2.114 -0.217 4.559 0.0 0.1 0.1
O -0.871 -0.926 4.603 0.1 0.0 -0.3
C 0.242 -0.229 4.350 -0.1 0.0 0.2
O 0.345 0.960 4.351 0.0 0.0 -0.2
O 1.261 -1.078 4.055 0.1 0.0 0.3
I 2.063 -1.935 5.660 0.0 -0.1 -0.1
H -3.326 0.889 7.620 0.0 0.0 0.1
H -1.605 0.656 7.320 0.1 0.0 0.0
H -2.522 1.772 6.310 -0.1 0.0 0.0
H -3.954 -0.297 5.618 0.0 0.1 0.0
H -2.686 -0.640 3.736 0.0 -0.1 0.0
H -1.901 0.831 4.351 -0.1 0.0 -0.1
C 2.624 -0.629 1.188 0.0 0.0 0.0
C 1.601 -1.027 0.131 0.0 0.1 0.0
C 1.846 -2.415 -0.474 -0.1 0.0 0.0
O 2.914 -2.480 -1.402 0.0 0.0 0.0
C 4.199 -2.642 -0.841 0.0 0.0 0.0
N 1.502 0.025 -0.879 0.1 -0.2 0.0
H 3.567 -0.322 0.731 0.0 0.0 0.0
H 2.255 0.216 1.768 0.0 0.0 0.0
H 2.825 -1.451 1.876 0.0 0.0 0.0
H 0.624 -1.091 0.625 0.0 0.0 0.0
H 0.957 -2.706 -1.038 0.0 0.0 0.0
H 1.998 -3.160 0.320 0.0 0.0 0.0
H 4.165 -3.278 0.050 0.0 0.0 0.0
H 4.657 -1.687 -0.571 0.0 0.0 0.0
H 4.823 -3.125 -1.593 0.0 0.0 0.0
H 0.738 -0.166 -1.524 0.0 0.2 0.0
H 2.341 -0.018 -1.453 0.0 0.1 0.0
C 0.185 0.884 -5.088 0.0 0.0 0.0
C -1.092 0.558 -4.321 0.1 0.0 0.0
C -2.330 1.312 -4.819 0.0 0.0 0.0
O -2.382 2.674 -4.444 0.0 0.0 0.0
C -1.675 3.567 -5.280 0.0 0.0 0.0
N -0.846 0.755 -2.890 -0.3 -0.1 -0.1
H 0.584 1.856 -4.797 0.0 0.0 0.0
H 0.950 0.140 -4.868 0.0 0.0 0.0
H 0.011 0.892 -6.165 0.0 0.0 0.0
H -1.306 -0.506 -4.469 0.0 0.0 0.0
H -3.215 0.854 -4.368 0.0 0.0 0.0
H -2.425 1.217 -5.909 0.0 0.0 0.0
H -1.726 3.252 -6.328 0.0 0.0 0.0
H -0.624 3.660 -4.993 0.0 0.0 0.0
H -2.147 4.544 -5.183 0.0 0.0 0.0
H -1.651 0.431 -2.361 0.0 0.0 0.0
H -0.800 1.754 -2.706 0.1 0.0 0.0
```
Positions in Å, forces in eV/Å.

(3)
Formula: C31H35ClLaN2Si2
Source: OMol25
Level of theory: the ωB97M-V functional and the def2-TZVPD basis

Results
Energy above the lowest of the compared OMol25 structures with the same formula, charge and spin (eV): 0.362
E (Eh): -2382.362458
HOMO energy (eV): -8.9
Net charge: +1
Max |F| (eV Å⁻¹): 2.89

Geometry as XYZ:
```
72
Properties=species:S:1:pos:R:3:forces:R:3
C 1.920 -3.658 1.682 0.2 0.2 -0.2
C 1.776 -3.489 0.269 0.6 0.1 0.4
C 2.767 -2.545 -0.135 0.4 -0.5 0.0
H 1.117 -4.052 -0.401 0.3 0.3 0.4
C 3.494 -2.120 1.015 -0.1 -0.5 -0.1
C 2.993 -2.834 2.136 -0.6 -0.1 -0.4
H 3.406 -2.815 3.149 -0.3 0.1 -0.4
H 1.343 -4.352 2.295 0.3 0.2 -0.2
H 2.982 -2.247 -1.154 0.0 -0.1 0.2
H 4.322 -1.415 1.033 -0.2 -0.3 -0.1
La 1.002 -0.972 1.055 -1.0 -0.2 1.4
Si -3.370 1.509 2.031 1.6 -0.3 -1.4
C -3.438 -0.174 1.184 -0.2 -0.1 0.5
C -4.615 -0.930 1.212 0.1 -0.3 0.0
H -5.508 -0.492 1.655 0.0 -0.2 -0.1
C -4.632 -2.241 0.721 0.0 -0.1 0.4
H -5.544 -2.840 0.793 0.3 0.3 -0.1
C -3.467 -2.821 0.220 0.0 0.0 -0.2
H -3.472 -3.868 -0.106 0.0 0.5 0.1
C -2.310 -2.043 0.100 -0.4 0.0 0.0
H -1.439 -2.462 -0.416 -0.2 0.1 0.2
C -2.305 -0.741 0.597 0.3 0.0 -0.4
H -1.410 -0.095 0.471 -0.6 -0.2 0.2
C 1.790 0.585 -0.810 1.8 -2.0 -0.8
C 2.060 -0.165 -1.978 0.4 1.4 0.4
H 1.292 -0.824 -2.390 0.2 0.6 -0.4
C 3.251 0.150 -2.610 0.2 -0.3 -0.2
H 3.347 -0.056 -3.675 0.4 -0.2 0.2
C 4.255 0.805 -1.891 0.2 -0.1 -0.4
H 5.157 1.096 -2.415 0.1 -0.1 0.1
C 4.137 1.059 -0.528 -0.2 0.0 0.5
H 4.997 1.393 0.058 -0.3 -0.1 -0.3
C 2.868 0.970 0.051 -0.5 0.1 -1.7
H 2.674 1.281 1.087 0.0 0.4 -0.2
H -3.395 2.583 0.998 0.1 -0.1 0.5
Si 0.134 1.375 -0.762 -2.4 1.3 1.0
C 0.636 2.908 -1.726 0.9 0.1 0.2
C 0.534 2.981 -3.126 0.1 0.7 0.2
H -0.004 2.214 -3.694 0.2 0.3 0.2
C 1.098 4.071 -3.802 -0.1 -0.2 0.0
H 0.988 4.143 -4.877 0.0 0.0 0.0
C 1.798 5.067 -3.124 0.0 -0.3 0.3
H 2.238 5.918 -3.655 -0.2 -0.4 0.2
C 1.957 4.943 -1.743 0.1 0.0 0.2
H 2.530 5.690 -1.203 0.0 0.0 0.0
C 1.402 3.868 -1.042 -0.2 0.3 -0.8
H 1.556 3.770 0.036 -0.1 0.1 -0.3
C -1.340 0.851 -1.904 1.0 -0.5 -0.4
C -1.501 -0.317 -2.667 -0.9 0.6 0.0
H -0.703 -1.055 -2.778 -0.2 0.2 0.1
C -2.721 -0.541 -3.320 -0.2 -0.2 0.1
H -2.846 -1.442 -3.919 0.0 0.1 0.1
C -3.798 0.348 -3.200 0.4 0.1 0.0
H -4.780 0.113 -3.635 0.6 0.1 0.1
C -3.586 1.565 -2.541 0.2 -0.1 0.1
H -4.382 2.309 -2.498 0.2 -0.2 0.0
C -2.355 1.823 -1.927 -0.3 -0.4 0.1
H -2.175 2.779 -1.424 -0.2 -0.3 -0.1
H -4.381 1.702 3.033 -0.3 0.0 0.6
Cl -1.372 1.495 2.858 -1.1 0.2 0.0
N 1.448 -0.417 3.593 0.2 0.0 0.5
C 0.935 -1.462 4.555 0.3 0.5 0.0
C -0.508 -1.777 4.233 -0.4 -0.4 -0.4
N -0.682 -2.139 2.788 -0.5 -0.4 0.7
H 2.452 -0.278 3.744 -0.3 -0.1 0.1
H 1.006 0.483 3.816 0.1 -0.3 0.0
H 1.570 -2.355 4.484 -0.2 0.3 -0.1
H 0.993 -1.093 5.591 0.0 -0.1 -0.3
H -0.865 -2.607 4.858 0.1 0.3 0.1
H -1.142 -0.906 4.439 0.2 -0.2 -0.1
H -0.498 -3.138 2.663 0.1 0.3 0.2
H -1.678 -2.071 2.571 0.2 0.2 0.0
```
Positions in Å, forces in eV/Å.

(4)
Formula: C4H3N3
Source: OMol25
Level of theory: the ωB97M-V functional and the def2-TZVPD basis

Results
Energy above the lowest of the compared OMol25 structures with the same formula, charge and spin (eV): 2.828
E (Eh): -318.380782
HOMO energy (eV): -10.7
Max |F| (eV Å⁻¹): 8.50

Geometry as XYZ:
```
10
Properties=species:S:1:pos:R:3:forces:R:3
C 1.661 0.063 0.086 8.4 -0.3 -1.2
C 0.305 0.034 0.102 -1.4 1.3 -0.6
C -1.842 0.308 -0.016 -4.2 4.7 -0.4
C -0.644 1.233 -0.006 1.2 1.0 1.7
H -2.984 0.510 -0.059 2.2 0.5 0.0
H -0.542 2.009 -0.854 -0.2 -1.8 0.9
H -0.371 1.955 0.924 -1.2 -1.9 -1.7
N 2.831 -0.044 -0.131 -4.7 0.7 1.2
N -0.232 -1.117 0.096 0.0 0.0 -0.4
N -1.595 -0.883 -0.109 -0.1 -4.2 0.6
```
Positions in Å, forces in eV/Å.

(5)
Formula: C23H25BF6IrN5O8S4
Source: OMol25
Level of theory: the ωB97M-V functional and the def2-TZVPD basis

Results
Energy above the lowest of the compared OMol25 structures with the same formula, charge and spin (eV): 0.000
⟨S²⟩: 0.763
Spin multiplicity: 2
E (Eh): -4088.069710
HOMO energy (spin up / spin down) (eV): -8.7 / -12.0
Net charge: +1
Max |F| (eV Å⁻¹): 0.40

Geometry as XYZ:
```
73
Properties=species:S:1:pos:R:3:forces:R:3
Ir -0.194 0.186 -0.150 0.1 -0.2 -0.2
F 1.856 -2.096 2.260 0.0 0.0 0.0
C 1.506 -1.347 3.312 0.0 0.0 -0.1
F 2.429 -1.443 4.246 0.0 0.0 0.0
F 0.341 -1.790 3.778 0.0 0.0 0.0
S 1.316 0.409 2.781 0.1 0.1 0.0
O 0.116 0.367 1.919 -0.1 -0.1 0.0
O 1.160 1.170 3.964 0.0 0.0 0.0
N 2.645 0.707 2.036 -0.1 -0.1 -0.1
S 3.016 0.636 0.521 0.2 0.0 0.1
O 1.902 0.241 -0.360 -0.2 0.2 -0.2
O 4.234 -0.037 0.256 0.0 0.0 0.0
C 3.321 2.417 0.141 -0.1 0.0 -0.1
F 4.412 2.815 0.767 0.0 0.0 0.0
F 2.280 3.145 0.544 0.0 0.0 0.0
F 3.470 2.561 -1.168 0.0 0.0 0.0
B -2.831 0.667 -2.215 0.0 0.0 0.0
N -1.538 0.282 -2.815 0.1 -0.2 0.0
C -1.273 0.158 -4.134 0.0 0.0 0.0
C 0.044 -0.220 -4.292 0.0 0.0 0.0
C 0.552 -0.313 -3.003 -0.1 0.0 0.1
N -0.414 -0.015 -2.126 0.1 0.3 0.0
N -3.098 0.299 -0.809 -0.1 0.0 0.1
C -4.318 0.269 -0.227 0.0 0.0 0.0
C -4.167 0.008 1.121 0.0 0.0 0.0
C -2.799 -0.121 1.311 0.0 0.0 0.0
N -2.168 0.046 0.139 0.0 0.0 0.1
H -2.297 2.551 -1.959 -0.2 -0.2 0.0
H -3.766 0.775 -2.933 0.0 0.0 0.0
H -2.050 0.340 -4.857 0.0 0.0 0.0
H 0.567 -0.395 -5.214 0.0 0.0 0.0
H 1.537 -0.568 -2.655 0.0 0.0 0.0
H -5.198 0.435 -0.823 0.0 0.0 0.0
H -4.941 -0.077 1.861 0.0 0.0 0.0
H -2.231 -0.321 2.205 0.0 0.0 0.0
C 0.655 8.535 1.476 0.0 0.0 0.0
C 0.385 7.208 0.829 0.0 0.0 0.0
C 0.896 6.913 -0.432 0.0 0.0 0.0
C 0.633 5.698 -1.042 0.0 0.0 0.0
C -0.156 4.778 -0.368 0.0 0.0 0.0
C -0.677 5.036 0.895 0.0 0.0 0.0
C -0.399 6.254 1.482 0.0 0.0 0.0
S -0.463 3.259 -1.141 -0.2 -0.1 0.2
O -1.934 3.433 -1.615 0.3 0.3 0.0
O 0.428 3.000 -2.219 0.0 -0.1 -0.1
O -0.499 2.237 -0.059 0.2 0.2 -0.1
H 1.511 9.032 1.023 0.0 0.0 0.0
H 0.845 8.419 2.543 0.0 0.0 0.0
H -0.211 9.190 1.366 0.0 0.0 0.0
H 1.514 7.640 -0.942 0.0 0.0 0.0
H 1.041 5.459 -2.015 0.0 0.0 0.0
H -1.272 4.294 1.409 0.0 0.0 0.0
H -0.788 6.469 2.469 0.0 0.0 0.0
C -4.560 -3.316 -4.519 0.0 0.0 0.0
C -3.652 -3.202 -3.329 0.0 0.0 0.0
C -4.166 -3.171 -2.037 0.0 0.0 0.0
C -3.326 -3.070 -0.938 0.0 0.0 0.0
C -1.956 -3.018 -1.143 0.0 0.0 0.0
C -1.413 -3.051 -2.423 0.0 0.0 0.0
C -2.266 -3.138 -3.505 0.0 0.0 0.0
S -0.918 -2.807 0.269 0.0 -0.1 0.0
C 0.025 -4.316 0.254 0.0 0.0 0.0
O 0.191 -1.810 -0.175 -0.1 0.0 0.2
H -5.584 -3.049 -4.265 0.0 0.0 0.0
H -4.564 -4.341 -4.895 0.0 0.0 0.0
H -4.225 -2.672 -5.332 0.0 0.0 0.0
H -5.238 -3.211 -1.886 0.0 0.0 0.0
H -3.734 -3.013 0.064 0.0 0.0 0.0
H -0.342 -2.975 -2.570 0.0 0.0 0.0
H -1.855 -3.153 -4.507 0.0 0.0 0.0
H 0.527 -4.403 -0.708 0.0 0.0 0.0
H -0.667 -5.141 0.411 0.0 0.0 0.0
H 0.745 -4.256 1.068 0.0 0.0 0.0
```
Positions in Å, forces in eV/Å.

(6)
Formula: C24H22Cl5N2O2RbSSi
Source: OMol25
Level of theory: the ωB97M-V functional and the def2-TZVPD basis

Results
Energy above the lowest of the compared OMol25 structures with the same formula, charge and spin (eV): 0.000
E (Eh): -4200.658623
HOMO energy (eV): -2.0
Net charge: -2
Max |F| (eV Å⁻¹): 1.64

Geometry as XYZ:
```
58
Properties=species:S:1:pos:R:3:forces:R:3
Rb 1.255 1.836 0.156 0.2 0.1 0.1
Cl 8.593 -1.796 2.387 -0.3 0.2 0.2
C 7.197 -1.089 1.609 0.4 -0.4 0.6
C 6.175 -0.488 2.349 0.2 -0.2 0.2
Cl 6.206 -0.534 4.085 0.4 0.0 0.0
C 5.090 0.082 1.733 -0.1 0.3 -0.4
Cl 3.868 0.855 2.687 -0.1 0.0 -0.2
C 4.916 0.097 0.298 -0.2 -0.4 0.3
O 3.915 0.634 -0.240 0.6 -0.2 -0.1
C 5.952 -0.665 -0.393 -0.4 0.6 0.1
Cl 5.745 -0.824 -2.091 0.0 0.0 -0.4
C 7.062 -1.203 0.237 -0.3 -0.1 -0.3
Cl 8.257 -2.132 -0.646 -0.4 0.4 0.0
C -0.476 0.419 -3.981 0.9 0.2 -1.0
C -0.999 1.354 -2.942 -0.5 0.1 0.4
O -0.286 2.180 -2.403 -0.1 -0.4 0.0
C -2.467 1.274 -2.617 0.4 0.0 0.2
C -3.401 0.979 -3.613 0.6 0.2 0.6
C -4.742 0.937 -3.306 0.0 -0.1 1.4
C -5.135 1.119 -1.967 0.3 0.4 -0.4
C -4.195 1.429 -0.977 -0.9 -0.3 -0.1
C -2.856 1.489 -1.294 0.1 0.0 -0.5
H 0.618 0.305 -3.823 -0.8 -0.2 -0.1
H -0.569 0.975 -4.937 0.0 -0.3 0.2
H -1.005 -0.540 -4.084 0.3 0.4 0.3
H -3.034 0.770 -4.597 0.0 0.0 -0.5
H -5.470 0.701 -4.047 -0.4 -0.1 -0.5
H -6.186 1.051 -1.711 0.0 0.0 0.0
H -4.524 1.587 0.050 0.1 -0.1 -0.2
H -2.118 1.643 -0.523 0.2 0.1 0.0
S 0.352 7.436 1.768 0.1 -0.7 -0.4
C 0.538 5.835 1.278 0.0 -0.9 0.1
N 0.661 4.694 1.001 -0.1 1.5 0.2
C 0.397 -0.210 3.662 -0.2 0.0 0.6
Si -1.066 -0.204 2.496 -0.3 -1.1 0.0
C -2.267 -1.413 3.311 0.1 -0.7 -0.1
C -1.940 1.392 2.664 -1.1 1.1 -0.3
N -0.650 -0.481 0.899 0.5 0.9 0.3
C -0.818 -1.438 -0.001 -0.6 -0.7 0.0
C -1.720 -2.547 0.188 0.6 0.7 -0.1
C -1.894 -3.516 -0.768 -0.4 -0.5 1.0
C -1.221 -3.501 -1.970 0.4 0.8 0.3
C -0.352 -2.430 -2.187 -0.5 -0.5 0.1
C -0.140 -1.441 -1.248 -0.2 0.0 -0.3
H 0.073 -0.430 4.711 0.3 0.1 -0.8
H 0.915 0.744 3.665 0.1 0.3 0.1
H 1.112 -0.944 3.309 0.2 -0.3 0.2
H -2.506 -1.043 4.309 -0.1 0.0 0.1
H -1.786 -2.400 3.417 -0.2 0.2 0.1
H -3.184 -1.565 2.731 0.0 0.1 0.2
H -2.115 1.769 3.672 0.2 -0.2 0.2
H -2.951 1.352 2.195 0.6 -0.1 0.1
H -1.380 2.164 2.147 0.1 0.4 -0.2
H -2.216 -2.575 1.143 -0.2 -0.3 0.0
H -2.542 -4.356 -0.517 -0.1 0.1 -0.1
H -1.341 -4.312 -2.642 0.0 -0.4 -0.8
H 0.111 -2.390 -3.148 0.6 0.2 -0.5
H 0.543 -0.632 -1.481 0.1 0.0 0.1
```
Positions in Å, forces in eV/Å.